1.
C45H95N5O5 | the ωB97M-V functional and the def2-TZVPD basis

Each line ends with the Mulliken charge.
CARTESIAN COORDINATES (ANGSTROEM)
C (-0.717, 0.170, 0.368)  -0.51
C (0.758, 0.300, -0.049)  2.22
C (0.852, -0.161, -1.511)  -1.72
C (1.072, 1.796, -0.056)  -0.67
C (1.314, 2.309, 1.363)  -1.15
C (2.365, 1.481, 2.087)  -1.44
C (2.048, -0.018, 2.144)  2.20
C (3.372, -0.719, 2.460)  -2.59
C (1.041, -0.359, 3.239)  -2.03
N (1.653, -0.452, 0.811)  0.44
O (1.422, -1.865, 0.757)  -0.44
H (-1.434, 0.670, -0.291)  0.37
H (-1.095, -0.860, 0.309)  -1.36
H (-0.905, 0.422, 1.411)  0.62
H (1.838, 0.048, -1.927)  0.67
H (0.688, -1.238, -1.588)  0.20
H (0.070, 0.371, -2.046)  -0.13
H (2.010, 2.020, -0.579)  0.52
H (0.273, 2.401, -0.478)  -0.09
H (1.533, 3.376, 1.420)  0.49
H (0.382, 2.197, 1.937)  0.28
H (2.471, 1.852, 3.112)  0.55
H (3.352, 1.665, 1.651)  0.34
H (3.738, -0.582, 3.472)  0.68
H (4.098, -0.465, 1.682)  0.49
H (3.274, -1.793, 2.270)  0.27
H (1.510, -0.275, 4.222)  0.49
H (0.739, -1.402, 3.111)  0.44
H (0.138, 0.250, 3.270)  0.36
H (2.171, -2.089, 0.195)  0.34
C (-0.375, 4.825, -7.730)  -2.11
C (-0.669, 4.383, -6.289)  1.82
C (-1.054, 5.647, -5.502)  -1.63
C (-1.831, 3.407, -6.285)  -1.71
C (-2.011, 2.664, -4.957)  0.39
C (-0.679, 2.031, -4.559)  -0.73
C (0.538, 2.977, -4.545)  1.99
C (0.498, 3.884, -3.318)  -0.94
C (1.759, 2.057, -4.471)  -1.81
N (0.535, 3.710, -5.803)  0.26
O (1.688, 4.529, -5.921)  -0.47
H (0.282, 5.696, -7.698)  0.40
H (0.147, 4.038, -8.274)  0.44
H (-1.269, 5.141, -8.267)  0.43
H (-1.365, 5.460, -4.478)  0.11
H (-0.212, 6.347, -5.468)  0.41
H (-1.822, 6.219, -6.031)  0.45
H (-2.752, 3.902, -6.601)  0.52
H (-1.681, 2.647, -7.066)  0.40
H (-2.332, 3.391, -4.204)  -0.63
H (-2.764, 1.885, -5.062)  0.63
H (-0.553, 1.145, -5.183)  0.49
H (-0.737, 1.722, -3.509)  -0.56
H (0.848, 3.356, -2.420)  0.08
H (-0.516, 4.136, -2.994)  -0.11
H (1.157, 4.742, -3.432)  0.42
H (1.620, 1.205, -3.803)  0.19
H (2.565, 2.610, -3.969)  0.43
H (2.172, 1.653, -5.395)  0.44
H (2.237, 4.039, -6.539)  0.35
C (-2.584, 4.950, -0.189)  -1.37
C (-3.878, 4.616, -0.954)  1.76
C (-3.918, 5.491, -2.207)  -2.04
C (-3.782, 3.150, -1.444)  -0.06
C (-4.146, 2.217, -0.314)  -0.19
C (-5.508, 2.522, 0.240)  -1.77
C (-5.589, 3.956, 0.856)  1.78
C (-7.065, 4.226, 1.080)  -1.97
C (-4.823, 4.027, 2.182)  -1.69
N (-5.094, 4.839, -0.189)  0.27
O (-5.174, 6.195, 0.242)  -0.53
H (-1.693, 4.695, -0.768)  0.18
H (-2.523, 6.015, 0.040)  0.39
H (-2.537, 4.414, 0.755)  0.14
H (-3.828, 6.563, -2.001)  0.57
H (-3.036, 5.297, -2.825)  0.24
H (-4.831, 5.335, -2.783)  0.50
H (-4.529, 3.035, -2.235)  0.36
H (-2.764, 3.034, -1.809)  -0.42
H (-4.062, 1.163, -0.640)  0.41
H (-3.412, 2.068, 0.495)  0.10
H (-5.760, 1.849, 1.060)  0.48
H (-6.270, 2.536, -0.543)  0.35
H (-7.248, 5.169, 1.606)  0.40
H (-7.503, 3.511, 1.784)  0.39
H (-7.601, 4.195, 0.134)  0.44
H (-4.845, 5.105, 2.421)  0.41
H (-3.750, 3.850, 2.193)  0.22
H (-5.302, 3.509, 3.010)  0.42
H (-5.641, 6.631, -0.477)  0.36
C (-5.107, -3.898, 2.368)  -1.89
C (-3.624, -3.502, 2.405)  1.73
C (-3.455, -2.321, 3.358)  -1.93
C (-2.744, -4.622, 2.958)  -1.17
C (-2.564, -5.778, 1.984)  -0.78
C (-2.000, -5.287, 0.667)  -1.23
C (-2.694, -4.056, 0.066)  1.73
C (-1.680, -3.438, -0.914)  -1.92
C (-3.954, -4.490, -0.705)  -1.84
N (-3.026, -3.117, 1.134)  0.80
O (-3.697, -1.974, 0.625)  -0.43
H (-5.592, -3.729, 3.328)  0.49
H (-5.647, -3.276, 1.651)  0.34
H (-5.196, -4.933, 2.039)  0.29
H (-3.412, -2.632, 4.405)  0.46
H (-2.446, -1.889, 3.254)  0.19
H (-4.155, -1.506, 3.182)  0.40
H (-1.795, -4.134, 3.200)  0.35
H (-3.169, -4.972, 3.903)  0.39
H (-1.868, -6.457, 2.483)  0.39
H (-3.513, -6.303, 1.862)  0.37
H (-2.132, -6.097, -0.060)  0.37
H (-0.920, -5.161, 0.769)  0.42
H (-1.218, -4.283, -1.433)  0.47
H (-0.989, -2.801, -0.374)  0.04
H (-2.223, -2.958, -1.734)  0.50
H (-3.681, -5.025, -1.614)  0.45
H (-4.572, -3.612, -0.876)  0.34
H (-4.529, -5.170, -0.072)  0.42
H (-3.115, -1.236, 0.834)  0.26
C (8.083, -2.264, 1.725)  -2.03
C (6.967, -2.906, 2.545)  1.67
C (6.410, -1.930, 3.579)  -1.58
C (5.888, -3.320, 1.558)  -1.32
C (4.819, -4.252, 2.086)  -0.39
C (5.503, -5.557, 2.536)  -1.53
C (6.677, -5.354, 3.483)  1.63
C (6.209, -5.351, 4.959)  -1.84
C (7.679, -6.533, 3.317)  -1.56
N (7.431, -4.133, 3.179)  0.40
O (8.442, -3.867, 4.129)  -0.48
H (8.686, -1.640, 2.405)  0.44
H (8.758, -2.951, 1.222)  0.41
H (7.731, -1.487, 1.040)  0.39
H (5.463, -2.300, 3.984)  0.25
H (7.053, -1.844, 4.456)  0.42
H (6.236, -0.928, 3.183)  0.44
H (5.424, -2.369, 1.243)  0.28
H (6.312, -3.609, 0.592)  0.44
H (4.213, -3.804, 2.870)  0.30
H (4.212, -4.483, 1.207)  0.37
H (5.753, -6.152, 1.659)  0.43
H (4.716, -6.085, 3.083)  0.34
H (7.063, -5.494, 5.617)  0.39
H (5.540, -6.199, 5.117)  0.49
H (5.690, -4.417, 5.175)  0.36
H (7.535, -7.273, 4.110)  0.39
H (8.703, -6.185, 3.406)  0.25
H (7.527, -7.069, 2.381)  0.35
H (9.238, -4.249, 3.746)  0.35

=====

2.
C29H32CuN6O7 | the ωB97M-V functional and the def2-TZVPD basis

Calculated values
charge	-1

Each line ends with the Mulliken charge.
CARTESIAN COORDINATES (ANGSTROEM)
Cu (1.219, -0.358, 0.307)  0.54
C (-3.728, -5.032, -1.044)  -1.64
C (-3.775, -4.142, 0.205)  2.06
C (-5.106, -3.385, 0.209)  -2.17
C (-3.719, -5.020, 1.464)  -1.64
C (-2.581, -3.203, 0.209)  0.64
C (-1.272, -3.716, 0.232)  -0.66
C (-0.198, -2.858, 0.285)  -0.55
N (-0.315, -1.531, 0.310)  -0.47
C (-1.562, -1.006, 0.258)  -0.56
C (-2.693, -1.825, 0.209)  0.66
C (-1.652, 0.450, 0.252)  -0.83
C (-2.843, 1.182, 0.258)  0.43
C (-2.814, 2.570, 0.230)  0.73
C (-1.563, 3.186, 0.207)  -0.44
C (-0.428, 2.394, 0.220)  -0.94
N (-0.474, 1.083, 0.237)  -0.57
C (-4.115, 3.354, 0.230)  1.94
C (-4.910, 2.989, 1.491)  -1.64
C (-3.878, 4.867, 0.230)  -2.23
C (-4.913, 2.986, -1.027)  -1.61
H (-4.578, -5.712, -1.053)  0.46
H (-2.817, -5.622, -1.073)  0.32
H (-3.766, -4.420, -1.943)  0.39
H (-5.932, -4.093, 0.226)  0.42
H (-5.204, -2.772, -0.684)  0.41
H (-5.186, -2.753, 1.090)  0.42
H (-4.570, -5.699, 1.486)  0.46
H (-3.750, -4.398, 2.357)  0.38
H (-2.808, -5.611, 1.493)  0.34
H (-1.095, -4.781, 0.212)  0.43
H (0.818, -3.224, 0.319)  0.60
H (-3.661, -1.356, 0.170)  0.44
H (-3.789, 0.667, 0.285)  0.34
H (-1.454, 4.256, 0.180)  0.46
H (0.561, 2.832, 0.224)  0.49
H (-4.317, 3.202, 2.378)  0.38
H (-5.168, 1.934, 1.501)  0.31
H (-5.830, 3.567, 1.541)  0.46
H (-3.319, 5.172, 1.112)  0.42
H (-4.835, 5.387, 0.239)  0.44
H (-3.334, 5.176, -0.660)  0.41
H (-5.173, 1.931, -1.033)  0.32
H (-4.324, 3.194, -1.917)  0.39
H (-5.832, 3.567, -1.074)  0.45
O (3.397, 2.251, 2.335)  -0.78
C (3.025, 1.430, 1.501)  0.10
O (2.173, 0.518, 1.722)  -0.67
C (3.721, 1.510, 0.130)  0.69
C (4.960, 2.088, 0.153)  -0.40
C (5.734, 2.254, -1.009)  -0.87
C (5.183, 1.918, -2.239)  -0.44
C (3.914, 1.395, -2.297)  -0.44
C (3.149, 1.050, -1.113)  1.45
O (2.096, 0.383, -1.245)  -1.09
N (3.362, 1.153, -3.581)  1.08
O (4.141, 0.927, -4.502)  -0.70
O (2.157, 1.211, -3.729)  -0.60
N (7.018, 2.817, -0.943)  1.05
O (7.615, 3.034, -1.994)  -0.69
O (7.501, 3.061, 0.160)  -0.67
H (5.353, 2.448, 1.095)  0.63
H (5.735, 2.105, -3.149)  0.59
C (6.149, -0.593, 1.759)  -0.86
N (5.161, -1.193, 0.910)  0.32
C (5.249, -1.380, -0.441)  -0.13
C (4.058, -1.923, -0.825)  -1.00
N (3.241, -2.067, 0.256)  -0.25
C (3.936, -1.628, 1.276)  -0.74
H (6.971, -0.211, 1.155)  0.29
H (6.542, -1.322, 2.473)  0.31
H (5.709, 0.238, 2.311)  0.34
H (6.122, -1.105, -0.998)  0.50
H (3.733, -2.202, -1.807)  0.45
H (3.582, -1.594, 2.286)  0.54

=====

| no. | Kohn-Sham gap (eV) | largest force on an atom (eV Å⁻¹) |
| --- | --- | --- |
| 1 | 8.5 | 2.23 |
| 2 | 6.0 | 1.44 |